Computed, not measured: 2 unconnected molecules or ions with the total composition C3H7NO in a non-equilibrium geometry, with ωB97M-V/def2-TZVPD.

Each line ends with the Mulliken charge.
Element x y z (Å)
C -2.07292 -0.70704 -0.04210  -0.3895
C 1.49624 0.71857 -0.00662  -0.7824
C 0.81566 -0.55367 0.05143  -0.6480
N -1.17078 0.19376 0.01164  0.2458
O -1.25927 1.44654 -0.00233  -0.4168
H -3.09768 -0.41290 -0.20364  0.3263
H -1.56965 -1.75080 0.10944  0.2295
H 2.43286 0.71623 0.56920  0.2859
H 2.04348 0.97484 -0.94424  0.2440
H 0.76094 1.55351 0.13249  0.2466
H 0.61970 -1.20407 -0.81120  0.4250
H 1.00141 -0.97497 1.13593  0.2337

Forces on the atoms, in the same order (eV/Å):
2.34 -1.39 0.33
1.53 2.24 -1.74
3.76 -3.30 2.37
-3.98 2.61 0.30
-0.40 -1.47 -0.25
-0.27 -0.45 0.06
-1.69 1.82 -0.49
-0.82 0.34 1.03
-1.05 -0.39 -0.30
1.57 -0.35 0.49
0.04 0.29 0.65
-1.03 0.05 -2.44

Its expectation value of S² is 2.014. Its HOMO energy (spin up / spin down) is -6.31 / -9.96 eV. As for the multiplicity: 3. As for the energy relative to the best compared isomer or geometry (same formula, charge and spin): 2.498 eV.

---

Computed, not measured: 2 unconnected molecules or ions with the total composition C3H7NO in a non-equilibrium geometry, with ωB97M-V/def2-TZVPD.

Each line ends with the Mulliken charge.
Element x y z (Å)
C 0.07544 0.29734 -0.52999  0.2444
C 0.47905 -0.94516 -1.00587  -0.5195
C -2.12431 0.45401 -1.12353  -0.0734
N -1.17549 0.77733 -0.30363  -0.2458
H 0.80759 1.01802 -0.16167  0.4545
H 0.12337 -1.39523 -1.92843  0.3241
H 1.26005 -1.49748 -0.48839  0.3071
H -3.00480 1.08770 -1.03316  0.2810
H -2.10624 -0.26553 -1.93665  0.2189
H 1.26337 -0.28715 2.74832  0.2933
H 2.28855 0.78501 2.63850  0.3173
O 2.11343 -0.02884 3.12450  -0.6020

Forces on the atoms, in the same order (eV/Å):
-0.49 0.47 1.11
0.39 -0.45 -0.22
-0.51 1.06 0.40
0.40 -0.38 -1.45
0.37 -0.34 0.01
-0.50 -0.08 0.23
0.24 0.26 -0.12
-0.35 -0.60 0.20
0.46 0.03 -0.21
-0.04 -0.25 0.42
0.37 0.15 0.31
-0.35 0.13 -0.68

Its expectation value of S² is 0.757. Its HOMO energy (spin up / spin down) is -14.69 / -14.69 eV. As for the charge: +1. As for the multiplicity: 2. As for the energy relative to the best compared isomer or geometry (same formula, charge and spin): 2.658 eV.

---

Computed, not measured: 2 unconnected molecules or ions with the total composition C3H7NO in a non-equilibrium geometry, with ωB97M-V/def2-TZVPD.

Each line ends with the Mulliken charge.
Element x y z (Å)
C -0.79082 -1.78797 -1.48601  -0.1023
C 0.08400 -2.32271 -2.44178  -0.1925
H -0.57089 -0.82287 -1.03304  0.2707
H -1.66859 -2.21609 -1.01316  0.3182
H 0.91656 -1.71294 -2.78834  0.2868
H -0.00257 -3.32305 -2.85834  0.3045
C -0.32478 2.07666 2.06404  0.2024
N 1.00356 2.00428 1.79029  -0.3188
O -1.08290 1.14356 1.94193  -0.5099
H -0.58428 3.08583 2.43839  0.3078
H 1.36587 1.10025 1.50819  0.2157
H 1.65485 2.77505 1.87784  0.2174

Forces on the atoms, in the same order (eV/Å):
0.12 0.68 0.88
-0.03 -0.05 -0.06
0.18 0.07 -0.32
0.00 -0.65 -0.59
-0.15 -0.07 0.03
-0.19 0.08 0.16
1.26 0.68 0.21
0.04 -0.45 -0.25
-0.35 -0.17 -0.18
-0.45 -0.29 -0.10
0.01 0.33 0.12
-0.44 -0.16 0.10

Its expectation value of S² is 0.753. Its HOMO energy (spin up / spin down) is -13.71 / -12.92 eV. As for the charge: +1. As for the multiplicity: 2. As for the energy relative to the best compared isomer or geometry (same formula, charge and spin): 1.889 eV.

---

Computed, not measured: 2 unconnected molecules or ions with the total composition C3H7NO2, with ωB97M-V/def2-TZVPD.

Each line ends with the Mulliken charge.
Element x y z (Å)
C -1.95563 0.03958 0.17243  -1.1044
C -1.03800 -0.74052 0.75862  0.2276
O -0.63853 -1.95529 0.33428  -0.4369
C 1.29099 0.53594 -0.17315  -0.2758
O 0.56269 1.20260 -1.07577  -0.4124
N 2.57674 0.66556 -0.49144  -0.1878
H -2.25478 0.97086 0.64079  0.3424
H -2.48801 -0.27565 -0.72270  0.3114
H -0.36686 1.03849 -0.81535  0.4157
H -0.50911 -0.45235 1.65854  0.3682
H -1.10185 -2.16836 -0.48757  0.2894
H 3.25597 0.19600 0.08273  0.2526
H 2.90748 1.19305 -1.29409  0.2101

Forces on the atoms, in the same order (eV/Å):
-0.05 -0.16 0.14
-0.26 0.26 0.10
-0.15 -0.07 -0.21
0.53 0.24 -0.29
-0.05 -0.17 0.21
-0.10 -0.06 0.11
0.08 -0.13 -0.05
0.07 0.02 0.10
0.15 0.05 -0.07
-0.15 -0.03 -0.10
0.07 -0.03 0.11
-0.07 0.11 -0.08
-0.08 -0.03 0.03

Its HOMO energy is -8.47 eV. As for the energy relative to the best compared isomer or geometry (same formula, charge and spin): 3.100 eV.

---

Computed, not measured: a single C3H7NO2 molecule, with ωB97M-V/def2-TZVPD.

Each line ends with the Mulliken charge.
Element x y z (Å)
N -1.30580 1.16443 0.62449  -0.4513
C -0.48318 1.29093 -0.49419  0.5261
O -0.51991 2.29603 -1.18503  -0.6322
C 0.39710 0.14113 -0.77936  -0.6348
C 0.02784 -1.17702 -0.35829  -0.4690
O 1.07992 -1.21383 1.03774  -0.6133
H -0.94551 0.64765 1.41491  0.2283
H -1.75378 2.03597 0.87395  0.2627
H 1.25090 -0.22498 0.43202  0.4350
H 0.97410 0.24123 -1.69416  0.3681
H -0.92332 -1.33987 0.14312  0.3147
H 0.37475 -2.03349 -0.93398  0.2900
H 1.82689 -1.82818 0.91876  0.3759

Forces on the atoms, in the same order (eV/Å):
0.06 0.14 0.03
0.04 0.08 -0.05
0.00 -0.27 0.17
-0.23 0.00 -0.28
-0.10 0.09 -0.15
0.32 -0.05 -0.01
-0.06 0.04 -0.12
0.04 -0.11 -0.03
0.00 -0.22 0.19
-0.06 -0.01 0.13
0.16 0.03 -0.06
-0.02 0.16 0.10
-0.16 0.11 0.08

Its HOMO energy is -8.82 eV. As for the energy relative to the best compared isomer or geometry (same formula, charge and spin): 3.363 eV.

---

Computed, not measured: a single C3H7NO2 molecule in a non-equilibrium geometry, with ωB97M-V/def2-TZVPD.

Each line ends with the Mulliken charge.
Element x y z (Å)
N -1.46123 -0.79880 -0.46969  -0.4478
C -0.71061 0.18539 -1.17196  0.4387
O -0.91822 0.50969 -2.31583  -0.5383
C -0.00402 0.94271 -0.07164  -0.5632
C 1.17880 0.30991 0.64049  -0.3140
O 0.78628 -0.97264 1.10888  -0.5306
H -0.91697 -1.51461 -0.00324  0.2076
H -2.35613 -1.04838 -0.84010  0.1867
H -0.94868 0.62728 0.52283  0.3471
H 0.27596 1.96825 -0.38020  0.2999
H 2.06924 0.22413 -0.00011  0.3422
H 1.44728 0.96422 1.48507  0.2643
H 1.55830 -1.39717 1.49551  0.3075

Forces on the atoms, in the same order (eV/Å):
-0.20 -0.70 -1.09
-0.64 -0.59 -0.22
0.20 -0.02 0.48
-0.39 -0.40 0.31
0.12 0.21 -0.13
0.31 -0.25 0.19
-0.23 0.22 0.15
0.03 -0.53 -0.64
1.84 2.67 0.75
-0.66 -0.45 0.38
-0.22 0.04 -0.05
-0.08 -0.15 -0.14
-0.09 -0.05 0.01

Its HOMO energy is -9.33 eV. Its SMILES is NC(=O)CCO. As for the energy relative to the best compared isomer or geometry (same formula, charge and spin): 2.089 eV.

---

Computed, not measured: a single C3H7NO2 molecule in a non-equilibrium geometry, with ωB97M-V/def2-TZVPD.

Each line ends with the Mulliken charge.
Element x y z (Å)
C -0.11143 1.39153 0.21340  -1.4082
C 0.27299 -0.00799 0.57145  0.5919
N -0.90291 -0.80339 0.85414  -0.6309
C 0.69586 -0.82556 -0.69019  0.3788
O 1.15393 -1.94213 -0.60314  -0.5855
O 0.33749 -0.29627 -1.85840  -0.4448
H 0.77258 2.01569 0.00250  0.3184
H -0.73588 1.48574 -0.67990  0.3900
H -0.78301 1.83319 0.94535  0.3590
H 1.15187 -0.11356 1.20033  0.2997
H -0.78972 -1.62622 1.42956  0.1979
H -1.72599 -0.35645 1.24016  0.2017
H 0.66421 -0.75458 -2.62526  0.3319

Forces on the atoms, in the same order (eV/Å):
-0.19 1.21 -0.42
-0.12 -1.23 -2.47
-1.35 -0.52 1.27
0.29 -1.04 0.20
0.32 0.62 0.07
-0.39 1.64 0.20
-0.38 -0.11 0.43
0.27 -0.65 -0.13
0.50 0.21 0.65
-0.28 0.22 0.80
0.63 -0.09 -0.26
0.40 0.68 -0.14
0.29 -0.93 -0.20

Its HOMO energy is -9.30 eV. Its SMILES is C[C@@H](N)C(=O)O. As for the energy relative to the best compared isomer or geometry (same formula, charge and spin): 1.075 eV.

---

Computed, not measured: a molecular structure, C3H7NO2 in a non-equilibrium geometry, with ωB97M-V/def2-TZVPD.

Each line ends with the Mulliken charge.
Element x y z (Å)
C -0.25609 -0.21645 -1.27914  -0.8999
C 1.01406 0.12357 0.18623  0.1110
O 0.95926 1.49923 0.41332  -0.5246
C 0.08481 -0.68959 0.98462  0.3566
O 0.28875 -1.84584 1.30858  -0.6370
N -1.13791 -0.08891 1.02306  -0.4715
H 0.14423 -1.10268 -1.74023  0.3353
H -0.10275 0.74603 -1.73746  0.3628
H -1.37941 -0.36134 -1.27468  0.2727
H 2.08193 -0.22372 0.26508  0.3278
H 1.43455 1.93018 -0.31134  0.3322
H -1.20953 0.90988 0.97994  0.2266
H -1.92188 -0.68035 1.18202  0.2081

Forces on the atoms, in the same order (eV/Å):
1.63 0.17 -0.14
-1.16 -0.32 -1.09
-0.11 0.04 -0.18
-0.76 -0.22 0.34
0.08 0.35 -0.10
-0.21 -0.05 2.06
0.50 0.13 -0.79
0.40 -0.01 -0.90
1.56 0.15 1.22
-1.20 -0.21 -1.02
-0.11 -0.02 0.27
-0.17 -0.01 -0.13
-0.45 0.01 0.46

Its HOMO energy is -9.06 eV. As for the energy relative to the best compared isomer or geometry (same formula, charge and spin): 3.484 eV.